Formula: C26H21F2N3O3S
Source: the OMol25 dataset
Level of theory: ωB97M-V with the def2-TZVPD basis set

Structure (SMILES) ... O=C(c1ccc(-n2c(SCc3cc(F)ccc3F)nc3ccccc3c2=O)cc1)N1CCOCC1
LUMO ... 0.18 eV
E_tot ... -54186.7746 eV
HOMO-LUMO gap ... 0.3246 Ha

```
! wB97M-V def2-TZVPD RIJCOSX def2/J DEFGRID3
* xyz 0 1
O -3.7063 4.1962 1.2558
C -2.6718 3.6559 1.5966
C -2.1566 2.4309 0.9038
C -0.9782 2.4777 0.1656
C -0.5352 1.3547 -0.5046
C -1.2635 0.1757 -0.4209
N -0.7805 -0.9890 -1.0875
C 0.3299 -1.6380 -0.6434
S 1.0394 -1.0745 0.8855
C 2.7641 -0.6657 0.3508
C 3.3679 -1.6830 -0.5477
C 3.9690 -2.8313 -0.0509
C 4.5060 -3.7525 -0.9299
F 5.0881 -4.8598 -0.4334
C 4.4702 -3.5744 -2.3020
C 3.8687 -2.4362 -2.8077
C 3.3262 -1.5183 -1.9303
F 2.7307 -0.4152 -2.4343
N 0.8713 -2.6524 -1.2001
C 0.3232 -3.1283 -2.3617
C 0.9206 -4.2180 -3.0021
C 0.3712 -4.7106 -4.1637
C -0.7770 -4.1369 -4.7093
C -1.3799 -3.0682 -4.0854
C -0.8374 -2.5533 -2.9068
C -1.4659 -1.4166 -2.2416
O -2.4668 -0.8448 -2.6069
C -2.4562 0.1277 0.2823
C -2.9048 1.2615 0.9348
N -1.8916 4.1402 2.5944
C -2.3238 5.3039 3.3441
C -2.6787 4.8863 4.7735
O -1.5937 4.2302 5.3945
C -1.2132 3.0843 4.6728
C -0.8029 3.4383 3.2352
H -0.4159 3.3978 0.1082
H 0.3708 1.3847 -1.0921
H 2.7105 0.3108 -0.1297
H 3.3047 -0.5875 1.2923
H 4.0100 -3.0127 1.0114
H 4.9008 -4.3167 -2.9544
H 3.8058 -2.2597 -3.8693
H 1.8039 -4.6521 -2.5617
H 0.8324 -5.5526 -4.6585
H -1.1935 -4.5360 -5.6216
H -2.2713 -2.6064 -4.4822
H -3.0265 -0.7876 0.3109
H -3.8382 1.2420 1.4761
H -3.1909 5.7299 2.8382
H -1.5065 6.0325 3.3646
H -2.9007 5.7586 5.3893
H -3.5556 4.2218 4.7514
H -0.3744 2.6441 5.2142
H -2.0453 2.3631 4.6415
H -0.5540 2.5304 2.6870
H 0.0715 4.0990 3.2647
*
```

Löwdin population analysis, charges in e, atoms 1 to 6: O 0.08; C -0.42; C -0.15; C -0.02; C -0.01; C -0.26


Formula: C25H46GdP2
Source: the OMol25 dataset
Level of theory: ωB97M-V with the def2-TZVPD basis set

Energy relative to the best compared isomer or geometry (same formula, charge and spin) ... 0.000 eV
LUMO (spin up / spin down) ... -3.43 / -2.50 eV
E_tot ... -66076.5909 eV
HOMO-LUMO gap (spin up / spin down) ... 0.2566 / 0.2916 Ha

```
! wB97M-V def2-TZVPD RIJCOSX def2/J DEFGRID3
* xyz 1 8
Gd -0.2845 0.1649 0.1641
C -0.7517 -2.1915 1.1064
C 0.6144 -2.3211 0.6987
C 0.5264 -0.7246 2.3740
C -0.8117 -1.2192 2.1544
C 1.3939 -1.4137 1.4689
C -1.9284 -2.8650 0.4878
H -1.6617 -3.2594 -0.5034
H -2.7504 -2.1517 0.3417
H -2.3180 -3.6934 1.0953
C -2.0454 -0.7123 2.8146
H -2.9449 -1.0130 2.2561
H -2.0526 0.3865 2.8585
H -2.1203 -1.1049 3.8423
C 0.9243 0.3605 3.3144
H 0.9445 -0.0030 4.3503
H 0.2356 1.2148 3.2584
H 1.9224 0.7404 3.0617
C 2.8618 -1.1908 1.3394
H 3.4334 -1.7513 2.0931
H 3.1120 -0.1280 1.4517
H 3.2081 -1.5073 0.3458
C 1.1293 -3.1383 -0.4427
H 1.5738 -4.0776 -0.0928
H 1.9053 -2.5839 -0.9858
H 0.3296 -3.3728 -1.1542
C -2.1499 0.9639 -7.0021
C -2.0390 -0.3575 -7.0747
C -1.0931 -1.1687 -7.9192
C 0.2348 -0.4709 -8.3126
C 1.0276 0.0734 -7.1652
C 0.9025 1.2825 -6.5814
C -0.0208 2.4006 -6.9540
C -1.3113 1.9942 -7.7088
H -1.5879 -1.4876 -8.8543
H 0.0177 0.3015 -9.0593
H -0.8661 -2.1020 -7.3791
H -1.0389 1.6679 -8.7194
H -2.9953 1.3878 -6.4320
H -2.7950 -0.9741 -6.5623
H -1.9134 2.9085 -7.8416
H -0.2934 2.9380 -6.0299
H 1.6208 1.5423 -5.7974
H 0.5102 3.1404 -7.5782
H 0.8527 -1.2230 -8.8313
H 1.8416 -0.5770 -6.8225
P -1.1733 0.0890 -2.4648
P 1.6543 1.4866 -1.3056
C -0.2729 1.3591 -3.4574
C 0.6787 2.2662 -2.6756
H -1.0525 1.9637 -3.9347
H 0.2415 0.8231 -4.2512
H 1.4093 2.7327 -3.3417
H 0.1219 3.0657 -2.1849
C 2.4797 2.8146 -0.3571
H 3.1540 2.3650 0.3867
H 1.7417 3.4035 0.1985
H 3.0574 3.4579 -1.0435
C 3.0431 0.7166 -2.1760
H 3.4617 1.4342 -2.8974
H 2.7051 -0.1904 -2.6846
H 3.7914 0.4302 -1.4276
C -2.9350 0.6534 -2.3878
H -3.5088 -0.0248 -1.7292
H -3.3800 0.6538 -3.4031
H -2.9689 1.6523 -1.9291
C -1.3076 -1.4263 -3.4480
H -0.3437 -1.9406 -3.4353
H -1.6239 -1.2209 -4.4771
H -2.0313 -2.0758 -2.9383
C -1.3445 2.2443 0.7443
H -0.9025 2.7252 1.6361
H -2.4085 2.0700 0.9988
H -1.3308 2.9951 -0.0569
*
```

Löwdin population analysis, charges in e, atoms 1 to 6: Gd 1.27; C -0.34; C -0.30; C -0.34; C -0.36; C -0.32


Formula: C22H30F2IrNO3
Source: the OMol25 dataset
Level of theory: ωB97M-V with the def2-TZVPD basis set

Energy relative to the best compared isomer or geometry (same formula, charge and spin) ... 0.697 eV
LUMO (spin up / spin down) ... -2.84 / -3.46 eV
E_tot ... -39198.6812 eV
HOMO-LUMO gap (spin up / spin down) ... 0.2688 / 0.2827 Ha

```
! wB97M-V def2-TZVPD RIJCOSX def2/J DEFGRID3
* xyz 1 2
Ir 0.2221 0.1662 0.3179
C -1.7901 -2.2788 2.6336
O -0.4752 -1.7751 2.4532
C 0.2384 -1.7055 3.6691
C 1.5403 -0.9949 3.3872
O 1.3740 0.1885 2.6034
C 0.7983 1.3243 3.2447
C -0.7209 1.3933 3.1649
O -1.1557 1.2799 1.8097
C -2.5643 1.4601 1.6546
H -1.7688 -3.3147 2.9839
H -2.3419 -1.6746 3.3617
H -2.3005 -2.2324 1.6750
H -0.3528 -1.1676 4.4187
H 0.4412 -2.7039 4.0747
H 2.0527 -0.7655 4.3255
H 2.1920 -1.6296 2.7872
H 1.0992 1.3569 4.2956
H 1.2205 2.1929 2.7385
H -1.2109 0.6231 3.7635
H -1.0322 2.3706 3.5467
H -2.8589 2.4410 2.0303
H -2.7764 1.4016 0.5894
H -3.1101 0.6794 2.1900
F -0.5024 4.9841 -1.7473
C -0.7631 3.6765 -1.8244
C -0.1461 2.8245 -0.9284
C -0.4018 1.4646 -1.0072
C -1.3050 0.9778 -1.9656
C -1.8869 1.8858 -2.8497
F -2.7527 1.4518 -3.7810
C -1.6356 3.2398 -2.8068
C -1.5720 -0.4528 -1.9115
C -2.3018 -1.2199 -2.8189
C -2.4016 -2.5848 -2.6322
C -1.7673 -3.1803 -1.5484
C -1.0683 -2.3753 -0.6779
N -0.9889 -1.0508 -0.8479
H 0.5507 3.2326 -0.2078
H -2.0989 3.9270 -3.4993
H -2.7661 -0.7404 -3.6636
H -2.9610 -3.1863 -3.3361
H -1.8061 -4.2466 -1.3797
H -0.5459 -2.7683 0.1840
C 2.0303 -1.0222 -2.7706
C 2.6290 -0.1085 -1.6878
C 2.6437 1.3375 -2.1795
C 4.0757 -0.5478 -1.4039
C 1.8321 -0.3299 -0.4313
H 2.6690 -0.9975 -3.6553
H 1.0349 -0.6830 -3.0635
H 1.9638 -2.0594 -2.4329
H 3.3018 1.4188 -3.0472
H 3.0197 2.0096 -1.4060
H 1.6558 1.6743 -2.4809
H 4.6880 -0.4231 -2.2982
H 4.1207 -1.5979 -1.1075
H 4.5171 0.0546 -0.6072
H 2.2190 -1.2198 0.1024
*
```

Löwdin population analysis, charges in e, atoms 1 to 6: Ir 1.34; C -0.08; O -0.24; C -0.20; C -0.15; O -0.23


> Among the records above, which one has the lowest E_tot?

C25H46GdP2


> Which of these has the lowest E_tot?

C25H46GdP2


> Which of these has the highest E_tot?

C22H30F2IrNO3


> Which formula does entry 1 have?

C26H21F2N3O3S